{"formula": "C14H18BeF6N7O4S2", "method": "ωB97M-V with the def2-TZVPD basis set", "max_force_ev_per_a": 4.511, "charge": 1, "e_tot_ha": -2638.5140, "e_homo_ev": -12.60, "elements": ["Be", "C", "F", "F", "F", "S", "O", "O", "N", "S", "O", "O", "C", "F", "F", "F", "C", "C", "N", "H", "H", "H", "C", "C", "N", "H", "H", "H", "C", "C", "N", "H", "H", "H", "C", "C", "N", "H", "H", "H", "C", "C", "N", "H", "H", "H", "C", "C", "N", "H", "H", "H"], "xyz": [[7.8207, 3.9250, -26.9811], [9.6660, 7.5674, -26.7101], [10.3751, 8.3804, -27.4827], [9.7520, 7.9344, -25.4692], [8.4024, 7.6060, -27.1867], [10.3232, 5.7491, -26.8703], [9.6211, 5.2726, -28.0788], [11.7545, 5.7758, -26.7718], [9.3987, 4.9740, -25.6898], [10.4461, 4.7459, -24.5221], [11.3874, 3.6939, -24.8297], [11.0013, 5.9432, -23.9195], [9.4037, 4.1196, -23.0798], [10.2830, 3.6013, -22.2155], [8.6959, 5.0821, -22.5290], [8.5887, 3.1281, -23.4514], [11.6405, 0.8616, -26.1594], [10.3004, 1.4146, -26.3657], [9.2931, 1.9355, -26.5272], [12.0367, 0.4656, -27.0940], [11.6024, 0.0678, -25.4149], [12.3549, 1.6126, -25.8249], [4.9471, 3.0938, -23.4202], [5.8612, 2.7397, -24.5208], [6.5881, 2.4999, -25.3746], [5.5338, 3.2393, -22.5141], [4.2065, 2.3195, -23.2280], [4.4105, 4.0098, -23.6619], [7.8160, 7.1048, -30.4732], [7.2599, 6.2754, -29.4223], [6.8763, 5.5823, -28.5951], [7.1061, 7.3991, -31.2436], [8.6717, 6.6090, -30.9276], [8.1328, 8.0249, -29.9784], [5.4619, 7.6140, -24.3318], [5.9159, 6.4501, -25.0987], [6.2003, 5.5383, -25.7306], [4.4694, 7.9229, -24.6585], [6.1232, 8.4754, -24.4197], [5.3820, 7.4621, -23.2556], [7.4426, 1.0053, -30.9218], [8.0520, 2.1425, -30.2216], [8.4731, 3.0925, -29.7336], [6.8347, 1.3783, -31.7421], [6.7755, 0.4052, -30.3016], [8.2670, 0.3217, -31.1236], [3.8964, 0.9692, -28.1436], [4.7343, 2.1698, -28.1086], [5.4398, 3.0723, -28.0375], [4.0400, 0.5019, -27.1718], [4.1981, 0.3746, -29.0029], [2.8844, 1.3379, -28.3104]], "forces_ev_per_angstrom": [[0.4, 0.6, 0.5], [0.4, -1.1, -1.3], [0.3, -0.2, 0.1], [-0.4, 0.4, 0.6], [0.4, -0.1, 0.9], [-2.3, 0.6, -1.9], [0.8, 0.0, 1.1], [-1.3, -0.1, 0.0], [0.1, 0.8, -2.0], [2.0, -0.9, 3.9], [-0.8, 0.2, 0.1], [-0.8, -0.6, -1.1], [1.0, -0.8, -0.9], [-0.4, 0.5, 0.0], [-0.1, 0.2, 0.2], [-0.3, 0.0, -0.1], [0.0, -0.3, -0.1], [0.6, 0.4, 0.1], [-0.6, 0.7, -0.6], [-0.2, -0.1, 0.0], [0.0, 0.0, -0.1], [-0.4, 0.3, 0.1], [0.3, -0.1, -0.2], [-0.5, 0.1, 0.4], [0.3, 0.7, -0.5], [0.0, 0.0, 0.0], [0.1, -0.1, -0.2], [0.1, 0.0, -0.1], [0.1, 0.6, 0.3], [-0.3, -0.5, -0.4], [0.5, -0.5, 0.6], [-0.2, -0.3, 0.1], [0.0, 0.0, 0.1], [0.3, 0.0, -0.2], [-0.2, 0.4, 0.3], [-0.3, 0.5, 0.4], [0.7, -0.4, -0.1], [0.0, -0.1, -0.2], [0.2, -0.2, -0.4], [0.1, -0.6, -0.1], [0.3, -0.1, 0.8], [-0.8, 0.0, 0.0], [0.0, -0.2, 0.4], [0.5, -0.2, -0.4], [0.0, 0.4, 0.4], [-0.2, 0.0, -0.9], [0.2, 1.2, -0.2], [0.4, 0.0, -0.1], [0.4, -0.2, 0.2], [-0.3, -0.4, -0.2], [0.0, -0.3, 0.3], [-0.2, -0.4, 0.2]]}